DFT (the ωB97M-V functional and the def2-TZVPD basis) results for a structure of composition C5H8O2.

Computed properties:
- max |F| (eV/Å) = 0.54
- E_tot (a.u.) = -345.61962
- energy above the lowest of the compared OMol25 structures with the same formula, charge and spin (eV) = 5.043
- net charge = 0

Positions of all 15 atoms, in Å:
O: 2.92 0.18 0.17
C: 1.97 -0.45 -0.53
C: 0.04 -0.12 0.60
C: -0.70 1.03 -0.12
C: -1.92 0.10 -0.37
C: -1.14 -1.02 0.33
O: -1.34 -2.19 0.52
H: 3.39 -0.48 0.71
H: 1.00 -0.92 0.08
H: 1.57 0.26 -1.26
H: 0.37 0.03 1.63
H: -0.92 1.89 0.52
H: -0.24 1.40 -1.03
H: -2.18 -0.10 -1.41
H: -2.83 0.38 0.17